# C15H38Li2N2O3

C15H38Li2N2O3 as an isolated structure (the ωB97M-V functional and the def2-TZVPD basis, OMol25).

ORCA input file:
```
! wB97M-V def2-TZVPD RIJCOSX def2/J DEFGRID3
* xyz 1 2
Li 0.22671 1.12586 1.11156
Li 1.13087 -0.62022 -0.53810
O 1.95901 0.88479 0.10532
H 2.67011 1.52072 0.31618
O -0.58469 -0.45140 0.40440
H -1.44633 -0.84751 0.63933
C 0.91296 0.11596 -3.12453
C 0.66790 -1.46599 -2.94045
N 1.55329 -2.07807 -1.92169
C 2.99733 -1.86731 -2.21766
C 3.51704 -2.50326 -3.61534
C 1.09322 -3.55579 -1.84175
C -0.24540 -3.65248 -1.05252
H 1.92971 0.42615 -3.36558
H 0.70651 0.57295 -2.15673
H 0.14950 0.56915 -3.75687
H -0.38544 -1.60952 -2.69969
H 0.80678 -1.99010 -3.88603
H 3.18943 -0.79441 -2.20870
H 3.56132 -2.28085 -1.38160
H 4.18366 -1.87070 -4.20151
H 4.21405 -3.31562 -3.40955
H 2.67147 -2.73383 -4.26338
H 1.80873 -4.17333 -1.29880
H 1.05558 -3.99458 -2.83882
H -0.00560 -3.37259 -0.02672
H -0.64878 -4.66104 -1.14300
H -1.08171 -3.03327 -1.37696
C 1.13714 0.09545 3.43724
C 0.12086 1.20815 3.71784
N 0.12844 2.27083 2.72646
C -1.21360 2.94167 2.81783
C -2.21148 2.09754 2.03368
C 1.10708 3.30407 3.12243
C 1.48475 4.23563 1.93166
H 0.95370 -0.54752 2.57640
H 0.96228 -0.58065 4.27415
H 2.11166 0.58367 3.44305
H -0.80526 0.64568 3.59940
H 0.09728 1.50184 4.76727
H -1.47310 3.05302 3.87062
H -1.28419 3.94928 2.40814
H -1.91449 2.12310 0.98522
H -2.34115 1.07750 2.39537
H -3.14499 2.65951 2.06282
H 1.91520 2.73914 3.58707
H 0.73395 3.95612 3.91218
H 0.69554 4.21513 1.18011
H 2.47503 4.03469 1.52292
H 1.63164 5.25756 2.28121
C -3.44773 0.20636 -1.93378
C -4.39498 -0.50974 -1.07321
O -5.60830 -0.60132 -1.35042
C -3.74237 -1.31435 0.05564
H -3.86274 1.21390 -1.90690
H -3.42422 -0.16820 -2.95714
H -2.40930 0.23561 -1.60378
H -4.54897 -1.72574 0.66247
H -3.26292 -0.52794 0.63855
H -3.07170 -1.97385 -0.49514
*
```

For the relative energy (zero: lowest compared OMol25 entry of this formula, charge and spin), the calculation gives 24.7 kJ/mol. The gap between HOMO and LUMO (alpha / beta) is 9.7 / 4.3 eV. Its HOMO energy (alpha / beta) is -12.04 / -12.04 eV.

Atom charges from the natural (NBO) analysis, given in e for atoms 1 to 4: atom 1 (Li): 0.89, atom 2 (Li): 0.90, atom 3 (O): -0.89, atom 4 (H): 0.48

---

# C15H38N2O

A 3-piece molecular cluster, C15H38N2O overall (the ωB97M-V functional and the def2-TZVPD basis, OMol25).

ORCA input file:
```
! wB97M-V def2-TZVPD RIJCOSX def2/J DEFGRID3
* xyz 0 1
N 0.55061 -5.76043 -2.29861
C 1.41869 -6.86490 -1.87933
C 1.40288 -7.03060 -0.36802
O 1.66923 -5.83357 0.32829
C 3.02537 -5.47902 0.37640
N 3.09474 -4.29678 1.21480
H 0.42174 -5.12830 -1.51760
H 0.98950 -5.21498 -3.02654
H 2.44658 -6.73992 -2.24000
H 1.05094 -7.80249 -2.30650
H 2.11626 -7.81277 -0.07928
H 0.41238 -7.35265 -0.04246
H 3.41630 -5.31011 -0.63953
H 3.60925 -6.28445 0.84039
H 3.93269 -3.77473 0.98924
H 2.30831 -3.69619 0.99213
C -0.49768 0.92213 3.10512
C -0.27857 0.84891 1.59733
C -1.49275 0.33307 0.82657
C -1.92739 -1.08813 1.18823
C -0.84191 -2.15000 1.02181
C -0.33073 -2.27804 -0.40996
H -0.69414 -0.06170 3.53369
H 0.37920 1.32950 3.60962
H -1.34787 1.56570 3.34247
H 0.59417 0.22487 1.38465
H -0.03104 1.84555 1.22335
H -1.28390 0.39045 -0.24561
H -2.33598 1.00908 1.00277
H -2.78486 -1.35794 0.56370
H -2.28964 -1.10977 2.21946
H -1.24301 -3.11316 1.34614
H -0.00439 -1.93364 1.69145
H -1.14463 -2.52716 -1.09415
H 0.41817 -3.06995 -0.48457
H 0.13179 -1.35393 -0.76043
C -2.67916 3.83727 -0.94896
C -1.15864 3.80088 -1.06431
C -0.44293 4.51554 0.08028
C -0.74321 6.01008 0.20241
C -0.42958 6.83008 -1.04812
C 1.04090 6.78829 -1.45243
H -3.06262 4.85825 -0.98074
H -3.14833 3.28522 -1.76418
H -3.00688 3.38657 -0.00940
H -0.85320 4.22995 -2.02269
H -0.82769 2.75867 -1.08147
H 0.63532 4.36785 -0.02828
H -0.71810 4.02993 1.02233
H -0.16732 6.41102 1.04244
H -1.79486 6.15201 0.46578
H -0.72210 7.86714 -0.86520
H -1.04694 6.48654 -1.88284
H 1.67674 7.15280 -0.64269
H 1.22515 7.41233 -2.32766
H 1.36313 5.77565 -1.69930
*
```

As for the SMILES: CCCCCC.CCCCCC.NCCOCN. The gap between HOMO and LUMO is 10.2 eV. Its HOMO energy is -9.30 eV.

Atom charges from the natural (NBO) analysis, given in e for atoms 1 to 4: atom 1 (N): -0.84, atom 2 (C): -0.25, atom 3 (C): -0.08, atom 4 (O): -0.54

---

# C15H38N2O6S

A 3-piece molecular cluster, C15H38N2O6S overall (the ωB97M-V functional and the def2-TZVPD basis, OMol25).

ORCA input file:
```
! wB97M-V def2-TZVPD RIJCOSX def2/J DEFGRID3
* xyz 0 1
C 1.08837 -1.42104 0.14688
C -0.44160 -2.09057 0.05410
C -0.19702 -3.58000 -0.66485
C -1.43949 -1.26991 -0.96935
C -2.67073 -0.47729 -0.21928
C -3.62998 0.18286 -1.39895
C -2.16494 0.75501 0.75438
O -1.33759 1.67987 -0.03583
O -0.15624 1.81915 0.50928
S 0.87744 2.45159 -0.71912
O 2.29265 2.48682 -0.04319
O 0.95841 1.41170 -2.07303
H 1.12027 -0.44124 0.78636
H 1.51427 -1.29667 -0.94877
H 1.72327 -2.22683 0.75585
H -0.86551 -2.19878 1.15037
H -1.06350 -4.33616 -0.43922
H 0.84067 -4.00641 -0.27524
H -0.06989 -3.33626 -1.82323
H -1.94608 -2.08428 -1.67760
H -0.81054 -0.50831 -1.59863
H -3.24512 -1.27813 0.43198
H -2.93009 0.83655 -2.09826
H -4.49016 0.85869 -0.97400
H -4.07198 -0.69668 -2.04951
H -1.62582 0.36794 1.71862
H -3.13584 1.35651 1.08926
H 1.74241 0.78964 -2.00727
C -1.19053 5.39263 -0.96685
C -1.64490 5.90393 -2.33238
C -1.64002 7.44523 -2.44662
O -2.74092 8.08592 -1.79622
C -2.56896 8.27386 -0.40035
N -2.97088 5.34335 -2.63427
H -1.95567 5.51438 -0.19478
H -0.95889 4.32304 -1.01828
H -0.28543 5.91233 -0.63533
H -0.93381 5.51698 -3.07219
H -1.73557 7.70370 -3.50840
H -0.68758 7.87212 -2.11127
H -1.52711 8.47887 -0.13525
H -2.93653 7.40122 0.14177
H -3.17757 9.12951 -0.09490
H -3.22853 5.61164 -3.58445
H -3.64991 5.84408 -2.05107
C 4.20947 -7.03404 2.93315
C 3.75510 -6.52274 1.56762
C 3.75998 -4.98143 1.45338
O 2.65908 -4.34075 2.10378
C 2.83104 -4.15281 3.49965
N 2.42912 -7.08331 1.26573
H 3.44433 -6.91229 3.70522
H 4.44111 -8.10362 2.88172
H 5.11457 -6.51433 3.26467
H 4.46619 -6.90969 0.82781
H 3.66443 -4.72297 0.39160
H 4.71242 -4.55455 1.78873
H 3.87289 -3.94780 3.76475
H 2.46347 -5.02545 4.04177
H 2.22243 -3.29715 3.80510
H 2.17147 -6.81502 0.31555
H 1.75009 -6.58258 1.84893
*
```

For the relative energy (zero: lowest compared OMol25 entry of this formula, charge and spin), the calculation gives 365.3 kJ/mol. The gap between HOMO and LUMO is 9.8 eV. Its HOMO energy is -9.22 eV.

Atom charges from the natural (NBO) analysis, given in e for atoms 1 to 4: atom 1 (C): -0.65, atom 2 (C): -0.22, atom 3 (C): -0.64, atom 4 (C): -0.44

---

# C15H39AsF6MgN4O15

C15H39AsF6MgN4O15 as an isolated structure (the ωB97M-V functional and the def2-TZVPD basis, OMol25).

ORCA input file:
```
! wB97M-V def2-TZVPD RIJCOSX def2/J DEFGRID3
* xyz 0 1
Mg -0.09110 0.40281 2.27210
N -2.92757 0.58857 1.20390
O -3.53864 0.94438 0.20701
O -3.49944 0.08632 2.19019
O -1.65604 0.70825 1.23039
As 1.92294 0.09961 -0.78773
F 2.68232 -1.34352 -0.21854
F 0.62944 -0.92598 -1.37061
F 1.01199 1.51285 -1.25644
F 3.07067 1.17352 -0.01402
F 2.75976 0.16312 -2.29821
F 0.95934 0.13591 0.74221
C 4.65108 -2.15795 -2.48085
N 5.32196 -3.50463 -2.53041
O 4.63101 -4.50301 -2.51909
O 6.49163 -3.51079 -2.89056
H 3.60182 -2.30283 -2.70153
H 5.18538 -1.54083 -3.19122
H 4.75222 -1.75600 -1.47682
C 4.28712 4.23844 -1.17101
N 4.25245 4.66131 -2.58658
O 4.03054 3.77978 -3.41614
O 4.53866 5.81051 -2.89696
H 3.89302 3.23074 -1.15392
H 3.73545 4.98415 -0.60423
H 5.35115 4.33987 -0.95659
C 0.68818 -3.92404 -2.80443
N 0.26782 -3.89950 -4.23641
O -0.74773 -3.28534 -4.48605
O 0.98675 -4.48872 -5.01457
H 1.42035 -4.70951 -2.67224
H -0.10771 -3.83525 -2.06702
H 1.09815 -2.92456 -2.62537
C 0.04204 -2.68075 1.57376
O -0.21236 -1.58098 2.44156
C -1.25630 -1.91533 3.39205
C -1.31737 -0.92862 4.55116
O -0.92098 0.38002 4.09129
C -0.72383 1.24544 5.17365
H -0.61698 -2.59909 0.71119
H 0.04607 -3.66572 2.04794
H 1.09561 -2.61341 1.28819
H -0.96102 -2.88322 3.80659
H -2.21545 -2.07925 2.90017
H -0.56995 -1.23554 5.29029
H -2.29495 -0.84882 5.02249
H -1.56528 1.36359 5.86307
H -0.64797 2.25415 4.75223
H 0.18390 1.04788 5.75344
C -2.37507 0.03868 -2.71871
O -3.77634 0.12142 -2.55727
C -4.45041 -0.64495 -3.51739
C -5.84558 -0.04254 -3.74614
O -6.35286 0.47963 -2.53177
C -7.73444 0.68853 -2.65714
H -1.80651 0.62213 -2.00223
H -2.11186 0.36071 -3.73480
H -2.05702 -1.00969 -2.65480
H -4.52451 -1.70064 -3.24471
H -3.95304 -0.60010 -4.49325
H -6.51737 -0.82728 -4.11548
H -5.82617 0.72753 -4.52455
H -8.15169 1.00182 -1.70050
H -8.26751 -0.23375 -2.92081
H -8.05077 1.43329 -3.39595
C -0.26810 3.51221 1.42782
O 0.34013 2.41528 2.11882
C 1.55914 2.78741 2.75174
C 2.33749 1.61562 3.37304
O 1.58010 0.37647 3.29056
C 2.40435 -0.73398 3.58117
H -1.20861 3.19956 0.98030
H 0.40423 3.79976 0.62016
H -0.50207 4.30125 2.14480
H 1.26072 3.39161 3.61632
H 2.23763 3.39284 2.15296
H 2.53902 1.72339 4.43885
H 3.25679 1.40411 2.82396
H 2.01069 -1.74145 3.68510
H 2.88862 -0.55576 4.55081
H 3.24284 -0.81110 2.88176
*
```

For the relative energy (zero: lowest compared OMol25 entry of this formula, charge and spin), the calculation gives 0.0 kJ/mol. The gap between HOMO and LUMO is 8.2 eV. Its HOMO energy is -8.71 eV.

Atom charges from the Mulliken analysis, given in e for atoms 1 to 4: atom 1 (Mg): 0.84, atom 2 (N): 0.86, atom 3 (O): -0.62, atom 4 (O): -0.65

---

The records above give, respectively, E_tot values of -25697.6244, -21198.9272, -42263.0444, -135439.7289 eV.